{
  "formula": "C35H96B2F17N8O17S3",
  "method": "the ωB97M-V functional and the def2-TZVPD basis",
  "de_lowest_kj_mol": 0.0,
  "total_energy_ev": -164625.195,
  "total_charge": 3,
  "symbols": ["C", "C", "C", "O", "C", "N", "H", "H", "H", "H", "H", "H", "H", "H", "H", "H", "H", "H", "C", "C", "C", "O", "C", "N", "H", "H", "H", "H", "H", "H", "H", "H", "H", "H", "H", "H", "C", "C", "C", "O", "C", "N", "H", "H", "H", "H", "H", "H", "H", "H", "H", "H", "H", "H", "C", "C", "C", "O", "C", "N", "H", "H", "H", "H", "H", "H", "H", "H", "H", "H", "H", "H", "C", "C", "C", "O", "C", "N", "H", "H", "H", "H", "H", "H", "H", "H", "H", "H", "H", "H", "C", "C", "C", "O", "C", "N", "H", "H", "H", "H", "H", "H", "H", "H", "H", "H", "H", "H", "C", "C", "C", "O", "C", "N", "H", "H", "H", "H", "H", "H", "H", "H", "H", "H", "H", "H", "C", "C", "C", "O", "C", "N", "H", "H", "H", "H", "H", "H", "H", "H", "H", "H", "H", "H", "B", "F", "F", "F", "F", "B", "F", "F", "F", "F", "C", "F", "F", "F", "S", "O", "O", "O", "C", "F", "F", "F", "S", "O", "O", "O", "C", "F", "F", "F", "S", "O", "O", "O"],
  "positions_angstrom": [[-4.789, -7.183, -5.041], [-3.586, -6.999, -5.915], [-3.622, -5.983, -7.036], [-2.278, -5.960, -7.382], [-1.721, -5.007, -8.303], [-2.460, -6.514, -4.974], [-1.859, -7.267, -4.689], [-1.996, -5.805, -5.533], [-2.837, -6.017, -4.146], [-4.908, -8.233, -4.810], [-5.719, -6.864, -5.564], [-4.669, -6.572, -4.144], [-3.150, -7.934, -6.359], [-3.884, -4.931, -6.633], [-4.408, -6.334, -7.818], [-0.904, -4.526, -7.783], [-2.341, -4.265, -8.791], [-1.344, -5.578, -9.118], [3.176, 5.545, 4.304], [1.770, 6.063, 4.541], [1.446, 7.342, 3.793], [0.200, 7.775, 4.141], [-0.135, 9.002, 3.518], [0.846, 4.901, 4.096], [-0.057, 5.280, 3.942], [1.198, 4.379, 3.185], [0.670, 4.181, 4.803], [3.285, 4.680, 4.950], [3.972, 6.278, 4.619], [3.360, 5.235, 3.266], [1.606, 6.252, 5.630], [1.447, 7.218, 2.721], [2.265, 8.070, 4.104], [0.686, 9.697, 3.608], [-1.066, 9.361, 3.960], [-0.405, 8.948, 2.470], [3.422, 3.026, -5.685], [4.524, 3.611, -4.855], [4.027, 3.843, -3.508], [5.083, 4.216, -2.644], [4.630, 4.460, -1.338], [5.675, 2.599, -4.705], [6.108, 2.317, -5.550], [6.400, 3.066, -4.095], [5.381, 1.740, -4.158], [2.599, 3.686, -5.845], [3.019, 2.124, -5.198], [3.824, 2.695, -6.658], [5.057, 4.482, -5.286], [3.562, 2.924, -3.207], [3.276, 4.598, -3.639], [5.506, 4.302, -0.656], [3.907, 3.722, -1.096], [4.238, 5.496, -1.220], [7.364, -1.516, 5.179], [6.621, -0.221, 4.966], [6.479, 0.216, 3.525], [5.410, 1.099, 3.288], [4.825, 0.952, 1.997], [5.314, -0.226, 5.667], [4.739, -1.015, 5.318], [5.333, -0.207, 6.719], [4.716, 0.545, 5.349], [8.414, -1.450, 5.009], [6.999, -2.315, 4.472], [7.202, -1.861, 6.200], [7.167, 0.543, 5.567], [6.195, -0.674, 2.938], [7.428, 0.607, 3.183], [5.154, -0.027, 1.535], [5.173, 1.796, 1.365], [3.751, 0.816, 2.087], [3.207, -5.710, -1.236], [2.803, -4.402, -0.512], [1.868, -4.654, 0.688], [2.525, -5.408, 1.701], [1.665, -5.656, 2.818], [3.939, -3.702, 0.142], [4.702, -4.424, 0.204], [4.336, -3.038, -0.511], [3.715, -3.260, 1.024], [3.776, -5.591, -2.131], [2.268, -6.213, -1.452], [3.878, -6.333, -0.614], [2.313, -3.652, -1.172], [0.966, -5.172, 0.394], [1.610, -3.636, 1.141], [2.341, -6.131, 3.566], [0.795, -6.223, 2.498], [1.361, -4.642, 3.144], [-3.923, 5.438, 1.187], [-5.168, 5.760, 0.327], [-4.960, 5.931, -1.137], [-4.556, 4.759, -1.734], [-3.194, 4.378, -1.746], [-6.181, 4.683, 0.582], [-6.546, 4.882, 1.503], [-6.978, 4.837, -0.048], [-5.764, 3.755, 0.603], [-3.756, 4.388, 1.041], [-4.030, 5.684, 2.236], [-3.076, 6.002, 0.749], [-5.774, 6.652, 0.557], [-4.228, 6.754, -1.207], [-5.853, 6.331, -1.632], [-2.495, 5.216, -1.636], [-2.980, 3.900, -2.692], [-2.989, 3.805, -0.821], [-7.307, -4.329, 0.390], [-6.442, -3.392, 1.117], [-6.071, -3.661, 2.588], [-4.966, -2.664, 2.755], [-4.403, -2.448, 4.037], [-5.240, -2.995, 0.300], [-4.461, -3.642, 0.273], [-5.457, -2.618, -0.575], [-4.806, -2.218, 0.835], [-6.982, -5.313, 0.404], [-7.383, -3.937, -0.643], [-8.319, -4.353, 0.809], [-6.969, -2.394, 1.152], [-5.710, -4.693, 2.705], [-6.917, -3.414, 3.151], [-5.002, -1.928, 4.760], [-3.456, -1.896, 3.966], [-4.270, -3.439, 4.612], [0.498, 0.488, -2.074], [-0.742, 0.581, -1.143], [-1.551, -0.706, -0.973], [-0.657, -1.628, -0.382], [-1.254, -2.800, -0.004], [-0.297, 0.791, 0.334], [0.104, 1.761, 0.470], [-1.209, 0.677, 0.849], [0.369, 0.071, 0.531], [1.224, -0.237, -1.729], [1.108, 1.348, -2.091], [0.132, 0.072, -3.033], [-1.356, 1.380, -1.444], [-1.964, -1.035, -1.926], [-2.451, -0.489, -0.342], [-1.600, -2.777, 1.037], [-0.444, -3.550, 0.026], [-2.103, -2.991, -0.710], [-3.352, -3.877, -3.206], [-4.073, -4.253, -4.326], [-2.416, -2.916, -3.477], [-4.302, -3.486, -2.155], [-2.816, -5.084, -2.612], [0.911, 4.403, 0.890], [0.268, 3.454, 0.051], [1.385, 3.685, 1.993], [1.930, 5.021, 0.184], [-0.002, 5.322, 1.333], [-5.354, 1.364, 2.557], [-5.352, 2.681, 2.880], [-4.712, 0.560, 3.441], [-6.610, 0.983, 2.533], [-4.512, 1.159, 0.888], [-5.159, 2.197, 0.081], [-3.095, 1.312, 1.253], [-4.829, -0.132, 0.421], [4.664, -1.753, -4.273], [3.701, -1.668, -5.264], [5.007, -3.054, -4.196], [5.737, -1.053, -4.590], [3.944, -1.162, -2.640], [3.813, 0.242, -2.868], [2.756, -1.889, -2.411], [4.973, -1.491, -1.713], [0.775, -0.943, 5.066], [0.043, -1.723, 4.284], [0.063, 0.147, 5.404], [1.059, -1.620, 6.237], [2.237, -0.491, 4.059], [1.760, -0.001, 2.768], [2.828, 0.589, 4.840], [3.159, -1.660, 4.079]]
}

=====

{
  "formula": "C44H35HfN10O4S2Se",
  "method": "the ωB97M-V functional and the def2-TZVPD basis",
  "total_energy_ev": -157613.431,
  "total_charge": 1,
  "symbols": ["Hf", "C", "C", "C", "C", "C", "C", "C", "C", "N", "C", "O", "C", "C", "C", "C", "C", "N", "C", "O", "N", "C", "C", "C", "C", "C", "C", "C", "C", "H", "H", "H", "H", "H", "H", "H", "H", "H", "H", "H", "H", "H", "H", "H", "H", "H", "H", "H", "H", "H", "Se", "N", "C", "C", "C", "C", "C", "N", "C", "C", "N", "C", "C", "C", "C", "C", "N", "H", "H", "H", "H", "H", "H", "N", "C", "C", "C", "C", "C", "C", "S", "O", "O", "N", "C", "S", "C", "C", "N", "H", "H", "H", "H", "H", "H", "H", "H"],
  "positions_angstrom": [[0.486, 0.232, -0.387], [4.537, 0.199, -2.227], [3.520, -0.156, -3.273], [3.937, -0.849, -4.408], [3.066, -1.115, -5.448], [1.750, -0.693, -5.357], [1.292, -0.020, -4.232], [-0.146, 0.409, -4.163], [2.182, 0.240, -3.186], [1.735, 0.965, -2.014], [2.265, 2.229, -1.956], [2.913, 2.801, -2.807], [1.988, 2.913, -0.644], [2.621, 4.070, -0.240], [2.343, 4.558, 1.031], [1.459, 3.877, 1.857], [0.862, 2.732, 1.371], [1.111, 2.290, 0.140], [-0.090, 1.884, 2.168], [-0.364, 2.198, 3.309], [-0.599, 0.832, 1.450], [-1.879, 0.403, 1.957], [-2.067, -0.879, 2.483], [-0.902, -1.783, 2.761], [-3.351, -1.281, 2.837], [-4.432, -0.426, 2.709], [-4.224, 0.866, 2.259], [-2.956, 1.306, 1.894], [-2.783, 2.754, 1.518], [5.277, -0.594, -2.121], [4.097, 0.367, -1.248], [5.056, 1.114, -2.519], [4.973, -1.160, -4.474], [3.413, -1.637, -6.330], [1.062, -0.884, -6.173], [-0.665, 0.147, -5.084], [-0.234, 1.487, -4.020], [-0.672, -0.080, -3.336], [3.320, 4.545, -0.914], [2.830, 5.458, 1.383], [1.230, 4.197, 2.863], [-0.205, -1.295, 3.441], [-0.330, -2.047, 1.871], [-1.238, -2.708, 3.228], [-3.494, -2.276, 3.243], [-5.425, -0.752, 2.992], [-5.055, 1.560, 2.203], [-3.711, 3.161, 1.117], [-1.991, 2.911, 0.784], [-2.517, 3.335, 2.404], [-7.422, 1.096, -1.023], [-6.070, 2.184, -1.409], [-4.974, 1.483, -1.295], [-3.643, 2.026, -1.531], [-3.428, 3.328, -1.977], [-2.133, 3.754, -2.170], [-1.089, 2.883, -1.882], [-1.275, 1.647, -1.432], [-2.538, 1.213, -1.286], [-2.706, -0.186, -0.893], [-1.580, -0.901, -0.728], [-1.695, -2.203, -0.459], [-2.915, -2.842, -0.314], [-4.071, -2.104, -0.439], [-3.971, -0.750, -0.749], [-5.137, 0.106, -0.913], [-6.363, -0.300, -0.725], [-4.277, 3.971, -2.169], [-1.912, 4.746, -2.535], [-0.067, 3.200, -2.035], [-0.773, -2.756, -0.365], [-2.939, -3.899, -0.090], [-5.050, -2.546, -0.313], [2.192, -3.600, 6.474], [2.382, -2.970, 5.278], [2.198, -1.585, 5.162], [2.349, -0.957, 3.944], [2.695, -1.704, 2.823], [2.898, -3.078, 2.922], [2.733, -3.707, 4.133], [2.906, -0.920, 1.288], [2.521, 0.480, 1.443], [4.181, -1.264, 0.739], [1.717, -1.408, 0.291], [1.866, -2.188, -0.830], [3.098, -3.295, -1.262], [2.257, -3.578, -2.749], [1.153, -2.809, -2.826], [0.924, -2.011, -1.723], [2.134, -3.050, 7.312], [2.520, -4.542, 6.589], [1.929, -1.005, 6.036], [2.193, 0.110, 3.855], [3.192, -3.654, 2.052], [2.885, -4.777, 4.213], [2.640, -4.268, -3.481], [0.469, -2.775, -3.659]]
}

=====

{
  "formula": "C5H12O3Sm",
  "method": "the ωB97M-V functional and the def2-TZVPD basis",
  "total_energy_ev": -29407.008,
  "spin_multiplicity": 7,
  "total_charge": 2,
  "symbols": ["C", "C", "O", "Sm", "H", "H", "H", "H", "O", "H", "C", "O", "C", "C", "H", "H", "H", "H", "H", "H", "H"],
  "positions_angstrom": [[1.463, -2.640, -0.309], [1.478, -1.152, -0.533], [2.260, -0.469, 0.458], [4.877, 0.208, 0.481], [1.774, -2.876, 0.718], [2.138, -3.131, -1.020], [0.443, -3.013, -0.461], [1.928, -0.859, -1.494], [0.144, -0.623, -0.363], [1.579, -0.127, 1.138], [-3.119, 1.384, 1.024], [-2.152, 0.669, 0.296], [-1.024, 1.439, -0.030], [-0.105, 0.654, -0.930], [-3.944, 0.698, 1.246], [-2.703, 1.767, 1.971], [-3.509, 2.234, 0.438], [-0.482, 1.742, 0.885], [-1.326, 2.360, -0.562], [0.847, 1.199, -1.031], [-0.567, 0.535, -1.923]]
}

=====

{
  "formula": "C5H3NO2",
  "method": "the ωB97M-V functional and the def2-TZVPD basis",
  "smiles": "N#CC#C[C@@H](O)C=O",
  "de_lowest_kj_mol": 374.1,
  "total_energy_ev": -10813.537,
  "total_charge": 0,
  "symbols": ["N", "C", "C", "C", "C", "O", "C", "O", "H", "H", "H"],
  "positions_angstrom": [[-0.178, -3.770, -0.291], [0.085, -2.594, -0.205], [0.135, -1.188, 0.014], [0.325, 0.025, -0.200], [0.382, 1.469, -0.480], [-0.320, 2.019, -1.584], [-0.087, 1.793, 0.955], [-0.121, 0.907, 1.894], [1.450, 1.657, -0.520], [-1.211, 1.457, -1.734], [-0.498, 2.837, 1.317]]
}

=====

{
  "formula": "C5H15N2OS",
  "method": "the ωB97M-V functional and the def2-TZVPD basis",
  "de_lowest_kj_mol": 173.7,
  "total_energy_ev": -21290.733,
  "total_charge": -1,
  "symbols": ["N", "C", "C", "S", "C", "N", "C", "C", "H", "H", "H", "H", "H", "H", "H", "H", "H", "H", "H", "H", "H", "H", "H", "O"],
  "positions_angstrom": [[1.095, -0.955, 0.933], [1.096, 0.570, 0.967], [2.495, 1.141, 1.140], [3.783, 0.318, 0.119], [0.547, 0.949, -0.486], [-0.891, 1.250, -0.640], [-1.602, 0.039, -0.287], [-3.011, -0.106, -0.663], [1.553, -1.285, 0.062], [1.785, -1.258, 1.660], [0.499, 1.059, 1.729], [2.440, 2.182, 1.055], [2.666, 0.761, 2.195], [0.827, 0.162, -1.259], [1.070, 1.867, -0.882], [-1.094, 2.070, 0.020], [-1.604, -0.019, 0.812], [-0.995, -0.818, -0.880], [-3.576, -0.928, -0.357], [-3.188, -0.147, -1.809], [-3.616, 0.710, -0.239], [-0.060, -2.198, -1.795], [-0.030, -2.446, -0.282], [-0.189, -2.916, -1.113]]
}

=====

{
  "formula": "C20H15I2N3O4S5Ta",
  "method": "the ωB97M-V functional and the def2-TZVPD basis",
  "de_lowest_kj_mol": 90.7,
  "total_energy_ev": -105571.547,
  "total_charge": 1,
  "symbols": ["Ta", "I", "C", "C", "C", "I", "C", "C", "C", "C", "N", "C", "C", "O", "H", "H", "H", "H", "S", "C", "S", "C", "C", "S", "S", "S", "C", "C", "C", "C", "C", "C", "O", "N", "C", "O", "N", "C", "O", "H", "H", "H", "H", "H", "H", "H", "H", "H", "H", "H"],
  "positions_angstrom": [[-0.336, -1.582, 0.030], [-3.342, 0.452, 3.629], [-3.331, 0.773, 1.593], [-4.168, 1.760, 1.015], [-4.206, 1.994, -0.330], [-5.493, 3.455, -1.068], [-3.373, 1.247, -1.212], [-3.330, 1.358, -2.614], [-2.481, 0.558, -3.342], [-1.640, -0.338, -2.689], [-1.636, -0.457, -1.362], [-2.522, 0.290, -0.631], [-2.528, 0.038, 0.766], [-1.703, -0.959, 1.174], [-4.803, 2.333, 1.676], [-3.980, 2.065, -3.112], [-2.444, 0.614, -4.420], [-0.946, -0.956, -3.239], [-0.983, -8.798, 0.799], [-0.766, -7.214, 0.534], [-1.747, -6.276, -0.574], [-0.971, -4.747, -0.284], [0.031, -4.739, 0.618], [0.956, -3.280, 0.966], [0.430, -6.250, 1.380], [-1.527, -3.297, -1.108], [4.364, -0.194, 1.129], [3.645, 1.021, 1.698], [2.422, 1.476, 0.860], [1.730, 2.689, 1.518], [0.505, 3.169, 0.751], [2.927, 1.894, -0.520], [3.674, 2.823, -0.658], [2.496, 1.175, -1.636], [1.676, 0.083, -1.615], [1.282, -0.506, -2.600], [1.268, -0.347, -0.370], [1.453, 0.339, 0.805], [0.802, -0.116, 1.750], [5.212, -0.456, 1.759], [4.755, -0.002, 0.128], [3.716, -1.074, 1.083], [4.314, 1.880, 1.745], [3.289, 0.824, 2.710], [2.476, 3.481, 1.590], [1.459, 2.398, 2.533], [0.763, 3.501, -0.256], [0.041, 4.012, 1.261], [-0.258, 2.387, 0.677], [2.831, 1.498, -2.536]]
}